Below is C5H3ClN4 as an isolated structure in a non-equilibrium geometry, with properties calculated with ωB97M-V/def2-TZVPD.

Atoms and positions in Å:
C -1.7584 0.1096 -0.2249
C -3.8627 1.4223 1.0674
C -0.3738 -3.3428 1.9483
C 0.1314 -1.3050 0.5359
C -2.8445 1.7705 0.2731
N -4.6775 1.1566 1.8561
N -0.1859 -2.3629 1.3192
N -0.8487 -0.4725 0.2567
N 1.3687 -1.1234 0.0979
Cl -0.6703 -4.5891 2.8010
H -2.6593 2.5303 -0.4612
H 2.1212 -1.7743 0.2921
H 1.6005 -0.3110 -0.4667

Forces on atoms 1 to 2 (eV/Å):
-1.647 2.805 0.967
-0.279 -0.121 0.179

Properties
Total charge: +2
Energy in hartree: -870.589362
Molar mass in g/mol: 154.56
LUMO (alpha / beta) in eV: -10.268 / -10.577
Maximum force in Eh/bohr: 0.0783
HOMO level (alpha / beta) in eV: -16.63 / -17.91
Kohn-Sham gap (alpha / beta) in eV: 6.37 / 7.33

Below is C5H7N3 in the gas phase in a non-equilibrium geometry, with properties calculated with ωB97M-V/def2-TZVPD.

Atoms and positions in Å:
C 1.5067 0.3373 0.5069
C 1.2773 -0.2533 -0.9171
C 0.3492 -1.1238 -1.4071
C -1.4936 -0.9649 0.1486
C -0.6454 1.4287 0.9540
H 1.3062 -0.6080 1.0682
H 2.4265 0.7700 0.6142
H 2.2143 -0.1180 -1.4677
H 0.5660 -1.5921 -2.4171
H -2.1308 -1.5142 0.7864
H -2.5401 0.9237 0.1417
H -1.0558 2.3920 1.2362
N -0.8243 -1.5526 -0.6766
N -1.5646 0.5149 0.2564
N 0.6083 1.3603 1.1729

Forces on atoms 1 to 2 (eV/Å):
-5.050 -2.187 0.247
0.191 0.144 0.322

Properties
Total charge: 0
Energy in hartree: -358.887063
Molar mass in g/mol: 109.13
Energy above the lowest of the compared OMol25 structures with the same formula, charge and spin in kcal/mol: 82.40
LUMO in eV: 0.814
Maximum force in Eh/bohr: 0.1071
HOMO level in eV: -8.95
Kohn-Sham gap in eV: 9.76
SMILES string: C1=C\N=C/N/C=N\C/1

Below is a 2-piece molecular cluster, H5N4O overall in a non-equilibrium geometry, with properties calculated with ωB97M-V/def2-TZVPD.

Atoms and positions in Å:
N -1.5389 -0.4536 -0.5184
N 0.2933 -0.6551 1.3386
N 1.3452 0.4390 -0.4505
N 0.6970 -0.6489 -0.0259
O 1.4846 1.5594 0.2033
H -1.6337 0.6299 -0.6572
H -2.0058 -0.8212 -1.3894
H -0.6666 -0.7334 1.1227
H 0.3608 0.1557 1.8358
H 1.6642 0.5281 -1.4590

Forces on atoms 1 to 2 (eV/Å):
-1.517 1.937 -1.179
1.518 -2.481 -2.363

Properties
Total charge: -1
Energy in hartree: -297.081246
Molar mass in g/mol: 77.07
Energy above the lowest of the compared OMol25 structures with the same formula, charge and spin in kcal/mol: 59.16
LUMO (alpha / beta) in eV: 4.697 / 4.698
Maximum force in Eh/bohr: 0.0805
HOMO level (alpha / beta) in eV: -1.77 / -1.77
Kohn-Sham gap (alpha / beta) in eV: 6.47 / 6.47

Below is C40H36IrN6O2P2S2 as an isolated structure, with properties calculated with ωB97M-V/def2-TZVPD.

Atoms and positions in Å:
Ir -0.0199 0.4109 0.3983
N 1.6544 0.1517 -0.8789
C 2.4960 1.3315 -0.7664
C 3.8189 1.3932 -1.0868
C 4.4901 2.6351 -1.0259
C 3.8130 3.7771 -0.7021
C 2.4369 3.7287 -0.3687
C 1.6561 4.8666 -0.0634
C 0.3283 4.7134 0.2258
C -0.2231 3.4271 0.2907
N 0.4849 2.3376 0.0409
C 1.8006 2.4781 -0.3496
H 2.1216 -0.7501 -0.8176
H 1.2414 0.1533 -1.8167
H 4.3495 0.5090 -1.4197
H 5.5402 2.6788 -1.2785
H 4.3170 4.7349 -0.7043
H 2.1122 5.8487 -0.0766
H -0.3081 5.5609 0.4349
H -1.2570 3.2914 0.5695
N 2.9094 -0.4001 1.9529
C 1.9906 0.2555 2.6646
N 0.7986 0.6201 2.2080
C -0.0239 1.1198 3.2300
C 0.5946 1.2407 4.4144
S 2.2196 0.6636 4.3195
C -1.3946 1.3684 2.8307
C -2.4514 1.8318 3.5206
S -3.8287 1.9402 2.4887
C -2.9025 1.3475 1.1602
N -1.6431 1.0922 1.4876
N -3.4060 1.2466 -0.0753
H 2.6204 -0.8768 1.1137
H 3.7728 -0.6899 2.3823
H 0.1969 1.6157 5.3430
H -2.5072 2.1361 4.5527
H -4.3650 1.5050 -0.2451
H -2.9901 0.5633 -0.6978
O -1.8963 -1.0175 -0.2741
P -2.4509 -2.4176 -0.4903
C -1.1072 -3.6384 -0.5666
P 0.2025 -3.2747 0.6371
O 0.6454 -1.8332 0.3931
C -0.4493 -3.5587 2.2722
C -0.5128 -2.5061 3.1800
C -1.0352 -2.7120 4.4473
C -1.5015 -3.9683 4.8059
C -1.4478 -5.0219 3.9000
C -0.9202 -4.8219 2.6355
C 1.5322 -4.4155 0.3143
C 1.9904 -4.5733 -0.9987
C 3.0498 -5.4222 -1.2651
C 3.6585 -6.1173 -0.2255
C 3.2159 -5.9571 1.0794
C 2.1550 -5.1065 1.3542
C -3.4059 -2.5928 -1.9882
C -4.4375 -1.6744 -2.2048
C -5.2395 -1.7810 -3.3260
C -5.0260 -2.8122 -4.2343
C -4.0175 -3.7382 -4.0167
C -3.2069 -3.6324 -2.8951
C -3.5041 -2.8940 0.8743
C -3.6913 -2.0398 1.9563
C -4.5481 -2.4066 2.9840
C -5.2146 -3.6225 2.9308
C -5.0300 -4.4777 1.8505
C -4.1810 -4.1133 0.8201
H -0.6553 -3.6094 -1.5607
H -1.5023 -4.6426 -0.3948
H -0.1618 -1.5268 2.8849
H -1.0827 -1.8950 5.1560
H -1.9068 -4.1322 5.7956
H -1.8100 -6.0006 4.1842
H -0.8712 -5.6531 1.9404
H 1.5227 -4.0407 -1.8193
H 3.3970 -5.5527 -2.2810
H 4.4786 -6.7902 -0.4373
H 3.6918 -6.5002 1.8843
H 1.8127 -4.9899 2.3745
H -4.6349 -0.8989 -1.4724
H -6.0426 -1.0754 -3.4895
H -5.6574 -2.8984 -5.1082
H -3.8620 -4.5462 -4.7184
H -2.4304 -4.3702 -2.7415
H -3.1589 -1.0979 1.9940
H -4.6999 -1.7448 3.8269
H -5.8883 -3.9041 3.7292
H -5.5606 -5.4191 1.8063
H -4.0686 -4.7706 -0.0359

Forces on atoms 1 to 2 (eV/Å):
-0.023 -0.381 -0.011
-0.434 0.094 -0.300

Properties
Total charge: +3
Energy in hartree: -3607.639241
Molar mass in g/mol: 951.07
Energy above the lowest of the compared OMol25 structures with the same formula, charge and spin in kcal/mol: 39.52
LUMO in eV: -8.819
Maximum force in Eh/bohr: 0.0142
HOMO level in eV: -15.88
Kohn-Sham gap in eV: 7.06